Here is a molecular structure, C17H37BF4KN3O9 from the OMol25 dataset. Energies are from ωB97M-V/def2-TZVPD.

```
72
Properties=species:S:1:pos:R:3:lowdin_charge:R:1
K 0.60089 0.59957 1.21471 0.821
F 1.55734 0.48346 5.78804 0.116
F 1.03865 -0.65230 3.83255 0.086
F 2.48053 1.09940 3.74897 0.075
F 0.33145 1.52993 4.11320 0.065
O -3.92724 -1.69622 -0.77830 -0.012
O -4.83639 -2.15693 1.19525 0.118
O 0.58540 -0.21028 -1.53450 -0.018
O 3.63207 -2.22378 0.77399 0.024
O -2.70138 -1.46752 0.99034 0.041
O -1.22569 2.57270 1.07200 -0.077
O 2.96359 1.51952 0.19721 -0.046
O 1.41751 -2.20415 1.01548 0.109
O 2.48111 -3.29890 -0.64013 0.049
N -0.09219 -1.22633 -3.44861 -0.176
N -2.66029 3.94574 2.13037 -0.180
N 4.06139 2.54723 -1.50546 -0.188
C 5.34843 2.93691 -2.05420 -0.054
C 0.69020 -0.38536 -2.72827 -0.310
C 3.80753 -1.38208 1.89561 -0.031
C -5.10927 -2.11894 -1.45214 -0.037
C -1.21945 -1.85496 -2.78186 -0.042
C 4.00139 1.86182 -0.33490 -0.293
C 1.24149 -3.82776 -1.12624 -0.205
C -1.46590 3.62459 1.64748 -0.326
C -3.82369 3.05532 2.00894 -0.010
C -3.88549 -1.79393 0.53883 -0.624
C -2.93790 5.24582 2.70734 -0.055
C 2.39727 -2.52511 0.42496 -0.637
C -2.34921 -1.78497 2.34423 -0.166
C -0.06746 -1.23831 -4.88172 -0.069
C 2.87311 2.90491 -2.23827 -0.045
C 1.54322 -4.53693 -2.43172 -0.055
C -2.34968 -0.52125 3.20078 -0.039
B 1.34272 0.58409 4.41138 -1.291
H 1.82623 -3.80189 -3.18557 0.073
H -5.46568 -3.13779 -1.33729 0.100
H 6.11660 2.25984 -1.66815 0.084
H -1.82414 -0.58033 4.15281 0.090
H 3.18554 -0.48744 1.89159 0.058
H -1.20654 -2.94271 -2.90958 0.091
H 5.64258 3.93833 -1.73788 0.092
H -4.36925 3.10097 2.95105 0.093
H -3.81145 5.75612 2.29487 0.088
H 0.66583 -5.04868 -2.82858 0.076
H 0.88237 -4.52249 -0.36093 0.134
H -2.14438 -1.51260 -3.25384 0.093
H -1.28405 -1.69796 -1.71108 0.078
H 4.97991 1.56711 0.07035 0.146
H -4.40421 3.45684 1.18045 0.096
H -3.06488 -2.53514 2.67924 0.123
H 4.84819 -1.07051 1.98096 0.099
H -1.83935 0.27802 2.66483 0.044
H -2.09357 5.91449 2.55676 0.087
H 2.01226 2.48083 -1.71947 0.080
H 2.83530 2.48110 -3.24403 0.085
H -3.36463 -0.18489 3.42004 0.081
H -0.69717 4.37175 1.87747 0.145
H 3.61781 -1.94650 2.81354 0.111
H -1.34856 -2.21222 2.31891 0.124
H 2.73198 3.98492 -2.28902 0.094
H 0.51940 -3.01474 -1.19016 0.093
H -0.29691 -2.22925 -5.27784 0.091
H 2.31923 -5.27776 -2.25405 0.082
H -5.85578 -1.36571 -1.19199 0.100
H 0.86094 -0.85220 -5.29692 0.087
H -4.89656 -1.96518 -2.51063 0.086
H 1.39817 0.16311 -3.36767 0.135
H 5.34770 2.73428 -3.12473 0.090
H -3.54868 2.01611 1.86705 0.073
H -0.85474 -0.62393 -5.34248 0.091
H -3.16362 5.10113 3.76662 0.094
```

Results
E_HOMO: -9.63 eV
Frontier orbital gap: 9.7 eV
Max |F|: 2.0 eV Å⁻¹